1.
{
  "formula": "C20H13Cl5FeN3O5",
  "method": "ωB97M-V/def2-TZVPD",
  "charge": -1,
  "e_lumo_ev": [1.77, 1.77],
  "e_above_lowest_kj_mol": 69.27,
  "gap_ev": [5.866, 5.875],
  "homo_energy_ev": [-4.1, -4.1],
  "symbols": ["H", "O", "Cl", "C", "O", "H", "H", "C", "H", "C", "O", "C", "O", "H", "N", "H", "C", "C", "O", "C", "Fe", "Cl", "N", "N", "C", "C", "C", "Cl", "H", "H", "H", "C", "H", "C", "H", "C", "C", "C", "C", "C", "C", "Cl", "C", "Cl", "C", "H", "H"],
  "positions_angstrom": [[3.290242, 2.425919, -4.131966], [5.779686, 0.764645, 0.379670], [-1.415013, -4.884342, 2.248449], [-1.618050, -0.541092, -2.525752], [3.710414, 1.534113, 2.345400], [0.073218, 2.871483, -0.350474], [-3.859465, 2.011801, 1.637754], [1.003240, 4.924337, -4.059738], [0.759124, 5.864037, -4.540262], [-0.407109, 2.704734, -1.316743], [1.491397, -0.496616, -1.266801], [2.271477, 0.620394, 0.637472], [1.061880, 0.735183, 1.108701], [-2.526055, -1.078103, -4.473167], [-1.267240, -1.266478, -1.419317], [-2.479603, -3.575899, -3.417369], [-3.335509, 1.064017, 1.689393], [-2.171649, -1.374284, -3.498710], [4.384863, -0.080641, -2.082571], [4.582078, 0.658994, 0.236702], [-0.144824, -0.241278, -0.140783], [-1.599376, 1.382647, 1.711381], [-0.242066, -1.682039, 1.143982], [-0.704829, 1.275560, -1.399122], [-0.564985, -2.412771, 1.960533], [-1.303175, 0.844434, -2.453511], [-1.570957, -2.543503, -1.682408], [-2.360971, -2.666579, 3.829895], [2.767770, 4.595154, -5.234422], [-3.591683, 0.518678, 2.590790], [-1.384279, -3.326547, -0.960845], [0.181537, 4.427051, -3.056572], [-1.339098, 3.282558, -1.318349], [1.604332, 2.512538, -2.831606], [-0.700983, 4.982391, -2.757598], [2.424211, 3.002712, -3.834453], [-2.142466, -2.662802, -2.953566], [3.872779, 0.135851, -0.995164], [2.479419, -0.000579, -0.596931], [3.519326, 1.018429, 1.253697], [0.479855, 3.223799, -2.426618], [-3.796300, 0.082474, 0.293295], [-0.982448, -3.355763, 3.014795], [0.360007, -3.576288, 4.132172], [2.127957, 4.213042, -4.448781], [1.819626, 1.555648, -2.381109], [-1.562120, 1.518167, -3.272042]],
  "forces_ev_per_angstrom": [[0.0, 0.0, 0.0], [-0.2, 0.0, 0.0], [0.0, -0.2, 0.0], [0.0, 0.0, 0.1], [0.0, -0.1, -0.3], [0.0, 0.0, 0.0], [0.0, 0.0, 0.0], [0.0, 0.0, 0.0], [0.0, 0.0, 0.0], [0.1, 0.0, 0.1], [0.5, -0.1, 0.5], [-1.0, 0.0, 0.4], [0.6, 0.2, -0.2], [0.0, 0.0, 0.0], [0.1, 0.1, 0.0], [0.0, 0.0, 0.0], [-0.1, 0.0, 0.0], [0.0, 0.0, 0.0], [-0.1, 0.0, 0.3], [0.5, 0.0, 0.1], [-0.5, 0.2, -0.5], [0.0, -0.1, 0.1], [0.3, 0.0, -0.1], [0.3, 0.1, 0.0], [0.0, -0.5, 0.4], [-0.1, -0.1, 0.0], [-0.1, 0.0, 0.1], [-0.6, 0.2, 0.4], [0.0, 0.0, 0.0], [0.0, 0.0, 0.0], [0.0, 0.0, 0.0], [0.0, 0.0, 0.0], [0.0, 0.0, 0.1], [0.0, 0.0, 0.0], [0.0, 0.0, 0.0], [0.0, 0.0, 0.0], [0.0, 0.0, -0.1], [0.3, -0.1, -0.5], [-0.6, -0.3, -0.5], [0.2, 0.3, 0.4], [-0.1, 0.0, 0.0], [-0.1, 0.0, 0.0], [0.5, 0.4, -0.8], [0.1, -0.1, 0.1], [0.0, 0.0, 0.0], [0.0, -0.1, 0.0], [0.0, 0.0, 0.0]],
  "nbo_charge": [0.225, -0.533, 0.078, 0.044, -0.580, 0.231, 0.217, -0.223, 0.201, -0.257, -0.705, 0.223, -0.759, 0.206, -0.531, 0.204, -0.403, -0.282, -0.576, 0.380, 1.049, 0.041, -0.231, -0.506, 0.275, 0.151, -0.039, 0.082, 0.204, 0.213, 0.182, -0.218, 0.185, -0.147, 0.198, -0.214, -0.346, 0.370, 0.227, 0.359, -0.047, -0.009, -0.214, 0.089, -0.225, 0.234, 0.178]
}

***

2.
{
  "formula": "C20H13Cl5N3RhSe",
  "method": "ωB97M-V/def2-TZVPD",
  "charge": 0,
  "e_lumo_ev": [-0.54, -1.95],
  "e_above_lowest_kj_mol": 0.00,
  "gap_ev": [5.291, 5.939],
  "homo_energy_ev": [-5.8, -7.9],
  "spin_multiplicity": 5,
  "symbols": ["C", "H", "C", "C", "H", "Se", "H", "C", "N", "C", "H", "Cl", "C", "C", "H", "H", "C", "C", "C", "H", "C", "C", "Cl", "N", "Cl", "Rh", "Cl", "C", "H", "H", "C", "C", "C", "H", "H", "Cl", "N", "C", "C", "C", "H", "H", "C"],
  "positions_angstrom": [[0.213352, 0.014852, 4.479001], [-0.050482, -5.794230, -0.626010], [0.730485, 2.303239, -2.031957], [-0.420588, 3.094317, -2.022744], [-3.309847, -0.792465, -3.806872], [1.396593, 1.362098, 2.660055], [-2.073079, -3.121542, 4.529350], [-1.241744, -4.306159, -1.599558], [1.002623, 1.106474, 4.390852], [-0.295380, -0.481006, 5.695193], [-3.015051, -0.543721, -2.078576], [2.109637, 2.768640, -2.938723], [-1.534490, 2.706159, -1.275342], [-2.379499, -2.450897, -2.826101], [-3.201508, -5.477697, -4.098939], [-1.216232, -2.322890, 2.382567], [-1.868836, -5.197597, -2.442126], [-2.724083, -4.755964, -3.449526], [-2.969708, -3.395777, -3.634208], [0.573314, -4.147839, -0.455177], [-0.334386, -4.751646, -0.495266], [-0.122253, -0.657706, 3.265490], [-0.463120, 4.549958, -2.933369], [-0.931538, -2.028245, -0.999725], [-2.951259, 3.675078, -1.259545], [-0.221149, -0.934551, 0.436439], [2.122603, 0.087413, -1.228253], [-0.359686, 0.726005, -0.556991], [-1.686840, -6.257951, -2.317938], [-0.036105, 0.034788, 6.610087], [-2.611555, -0.982273, -2.993759], [-0.943397, -1.790292, 3.294712], [0.737873, 1.127685, -1.292772], [-0.830129, -4.658368, 0.475062], [-3.634901, -3.073698, -4.425721], [-2.827972, 0.993438, 0.408146], [0.426384, -0.099624, 2.141052], [-1.106706, -1.595550, 5.699538], [-1.488500, 1.523166, -0.544491], [-1.501828, -2.906260, -1.783925], [-1.495568, -1.973778, 6.635795], [-1.675701, -0.461694, -3.211085], [-1.434340, -2.248287, 4.505495]],
  "forces_ev_per_angstrom": [[0.0, 0.0, 0.0], [0.0, 0.0, 0.0], [-0.1, 0.0, 0.0], [0.0, 0.0, 0.0], [0.0, 0.0, 0.0], [0.0, 0.0, 0.0], [0.0, 0.0, 0.0], [0.0, 0.0, -0.1], [0.0, 0.1, -0.1], [0.0, 0.0, 0.0], [0.0, 0.0, 0.0], [0.0, 0.0, 0.0], [0.0, 0.0, 0.0], [0.0, -0.1, 0.0], [0.0, 0.0, 0.0], [0.1, 0.0, 0.0], [0.0, 0.0, 0.0], [0.0, 0.0, 0.0], [0.0, 0.0, 0.0], [0.0, 0.0, 0.0], [0.0, 0.0, 0.0], [0.0, 0.2, 0.1], [0.0, 0.0, 0.0], [0.2, 0.2, 0.4], [0.0, 0.0, 0.0], [-0.1, -0.3, -0.1], [0.0, 0.0, 0.0], [0.0, 0.3, -0.1], [0.0, 0.0, 0.0], [0.0, 0.0, 0.0], [0.0, 0.0, 0.0], [0.0, 0.0, 0.1], [0.0, 0.0, 0.0], [0.0, 0.0, 0.0], [0.0, 0.0, 0.0], [0.0, 0.0, 0.0], [-0.2, -0.4, -0.2], [0.0, 0.0, 0.0], [0.1, 0.0, 0.0], [0.0, 0.1, -0.1], [0.0, 0.0, 0.0], [0.0, 0.0, 0.0], [0.0, 0.0, 0.0]],
  "lowdin_spin": [0.012, 0.000, 0.000, -0.001, 0.000, 0.235, 0.005, 0.157, 0.339, 0.074, 0.007, 0.002, 0.000, 0.155, 0.010, 0.004, -0.011, 0.174, -0.011, 0.006, 0.023, 0.055, 0.000, 0.987, 0.001, 1.199, 0.044, 0.009, -0.003, 0.003, 0.024, 0.027, 0.004, 0.007, -0.003, 0.026, 0.189, 0.020, 0.004, 0.126, -0.001, 0.007, 0.093]
}

***

3.
{
  "formula": "C20H13ClN3O6SZr",
  "method": "ωB97M-V/def2-TZVPD",
  "charge": -1,
  "e_lumo_ev": 2.36,
  "e_above_lowest_kj_mol": 0.00,
  "gap_ev": 7.694,
  "homo_energy_ev": -5.3,
  "symbols": ["C", "H", "O", "H", "H", "N", "C", "C", "H", "N", "C", "O", "H", "H", "C", "C", "C", "S", "Zr", "H", "C", "C", "H", "C", "C", "C", "C", "O", "C", "H", "H", "H", "O", "O", "C", "C", "Cl", "O", "H", "C", "C", "C", "C", "N", "H"],
  "positions_angstrom": [[1.876653, -2.065007, 1.730308], [5.544372, 0.271848, -0.299541], [1.486871, -3.796761, 4.782012], [5.299539, 1.075639, 1.189546], [-0.665534, 4.369455, 2.060456], [5.060473, 0.988703, 0.213830], [0.906111, 2.544833, 1.022014], [-2.404562, 2.419379, -0.760171], [1.348624, 3.200087, 1.772027], [1.647926, 1.656432, 0.479216], [-1.171033, 3.822373, 1.271929], [-0.534206, 1.012500, -0.969052], [-1.078556, -2.727333, -0.354221], [1.163459, -2.820907, -1.546749], [-2.545427, -0.896089, -3.407115], [1.380469, -3.173231, 3.760737], [-1.479442, -2.203492, -1.214621], [3.176328, 0.477600, -1.607996], [0.931704, -0.309426, -0.474588], [-4.067553, 3.713928, -0.450943], [2.481358, -2.962466, 2.715352], [-2.834792, -1.908181, -1.246675], [-2.970108, 4.977281, 1.392813], [-2.450600, 4.167793, 0.898164], [-1.197334, -1.184224, -3.360919], [-0.480632, 2.773589, 0.654225], [0.154099, -2.372148, 3.317199], [-0.905638, -2.311661, 3.901531], [-1.113720, 2.036680, -0.370628], [1.415566, -1.829442, -3.017041], [-0.559003, -0.881515, -4.182749], [-3.476653, -2.180987, -0.419714], [2.358087, -1.561714, 0.641756], [3.591299, -3.443002, 2.746428], [-3.360828, -1.247620, -2.339408], [0.837101, -1.939660, -2.103887], [-5.059425, -0.855567, -2.380974], [-0.058248, -0.904072, 1.284996], [-2.874767, 1.848519, -1.552104], [0.579399, -1.722722, 2.082193], [-3.063559, 3.456242, -0.137280], [-0.616429, -1.834040, -2.258572], [3.723729, 1.076770, -0.054361], [2.975635, 1.629043, 0.855256], [-2.970758, -0.387428, -4.262679]],
  "forces_ev_per_angstrom": [[-0.1, 0.2, -0.1], [0.0, 0.0, 0.0], [0.0, -0.1, -0.1], [0.0, 0.0, 0.0], [0.0, 0.0, 0.0], [0.0, 0.0, -0.1], [-0.2, 0.1, 0.0], [-0.1, -0.2, -0.1], [0.1, 0.0, -0.1], [0.1, -0.2, 0.1], [0.1, 0.0, 0.1], [0.2, -0.1, 0.2], [0.0, 0.0, 0.0], [0.0, 0.0, 0.0], [0.0, 0.0, -0.1], [0.1, 0.1, 0.2], [0.1, 0.0, 0.0], [0.0, -0.1, 0.1], [0.2, -0.2, -0.1], [0.0, 0.0, 0.0], [0.1, -0.1, 0.0], [-0.2, 0.0, 0.0], [0.0, 0.0, 0.0], [-0.1, -0.1, -0.1], [0.0, 0.0, 0.0], [0.1, -0.2, -0.1], [-0.2, 0.1, -0.1], [0.0, 0.0, 0.0], [-0.2, 0.2, 0.0], [-0.1, 0.0, 0.0], [0.0, 0.0, 0.0], [0.0, 0.0, 0.0], [-0.1, 0.1, -0.1], [0.0, 0.0, 0.0], [0.1, -0.1, 0.1], [0.2, 0.1, 0.0], [0.0, 0.0, 0.0], [-0.1, 0.0, 0.0], [0.0, 0.0, 0.0], [0.1, -0.1, 0.1], [0.1, 0.1, 0.1], [-0.1, 0.0, 0.0], [-0.1, 0.0, 0.0], [0.1, 0.2, 0.1], [0.0, 0.0, 0.0]],
  "nbo_charge": [0.242, 0.397, -0.494, 0.391, 0.204, -0.804, 0.143, -0.288, 0.190, -0.368, -0.147, -0.836, 0.219, 0.240, -0.224, 0.381, -0.181, -0.320, 2.214, 0.208, 0.384, -0.230, 0.207, -0.270, -0.203, -0.211, 0.438, -0.562, 0.449, 0.232, 0.211, 0.228, -0.771, -0.531, -0.056, -0.935, -0.032, -0.797, 0.224, 0.185, -0.178, -0.058, 0.312, -0.424, 0.218]
}

***

4.
{
  "formula": "C20H13F5N2PdS",
  "method": "ωB97M-V/def2-TZVPD",
  "charge": -2,
  "e_lumo_ev": 4.89,
  "e_above_lowest_kj_mol": 21.18,
  "gap_ev": 4.566,
  "homo_energy_ev": 0.3,
  "symbols": ["H", "C", "F", "C", "S", "C", "C", "C", "F", "F", "H", "C", "C", "C", "N", "C", "C", "H", "Pd", "C", "C", "C", "C", "H", "C", "H", "C", "C", "H", "H", "C", "H", "F", "C", "H", "C", "F", "H", "H", "H", "N", "H"],
  "positions_angstrom": [[-0.187779, -0.198404, -3.188338], [2.732847, 2.409480, -2.591693], [2.255130, -1.563810, 3.010547], [0.796121, -1.759217, 1.155631], [-0.835391, -1.847049, -1.084052], [1.601029, 0.611722, -3.732511], [-2.182100, 0.347350, 4.917600], [3.870580, 1.234321, -4.331846], [1.447685, -0.734158, 0.598636], [1.065442, -3.697145, 4.217844], [0.741647, 1.771625, -2.100275], [-2.449723, 1.975136, -0.533715], [-0.401318, -3.910564, 2.365694], [2.753519, 0.434622, -4.510709], [0.481145, -0.163573, -3.963990], [-2.304416, 1.495781, 0.785561], [-2.188776, 0.694155, 3.549771], [-3.553957, -0.866076, 2.943085], [-0.870472, 0.559177, -1.043258], [1.609511, 1.616036, -2.756277], [-0.259415, -2.376988, 0.462615], [-0.828130, -3.470613, 1.127991], [-3.043135, 0.369363, 1.298872], [4.745152, 2.860608, -3.222797], [-1.433875, 1.789266, 3.067529], [2.761574, -0.346598, -5.264400], [-1.479918, 2.169026, 1.758007], [3.871976, 2.236685, -3.371579], [-3.631845, -0.211085, 0.598280], [0.691524, -1.093825, -4.291930], [1.229314, -2.183212, 2.395272], [-3.293548, 1.613800, -1.114785], [-0.988427, -4.975654, 2.952376], [0.633825, -3.267488, 3.013892], [-0.799989, 2.332284, 3.761078], [-2.983898, -0.005532, 2.608798], [-1.842652, -4.151637, 0.563013], [4.747106, 1.065056, -4.948352], [-0.868221, 2.996544, 1.415368], [2.716822, 3.169695, -1.818872], [-2.193200, 0.077653, 6.046219], [-2.131760, 2.993243, -0.744297]],
  "forces_ev_per_angstrom": [[0.1, 0.1, 0.1], [0.0, 0.0, 0.0], [0.0, 0.0, 0.0], [-0.1, -0.1, -0.1], [0.2, -0.1, -0.2], [0.1, 0.0, -0.1], [0.0, 0.0, 0.1], [0.0, 0.0, 0.0], [0.1, 0.0, 0.1], [0.0, 0.0, 0.0], [0.0, -0.2, -0.2], [0.1, 0.1, 0.0], [0.0, 0.0, 0.0], [0.0, 0.0, 0.0], [-0.1, -0.1, -0.1], [0.0, 0.2, -0.1], [0.0, 0.0, -0.1], [0.0, 0.0, 0.0], [-0.5, -0.3, 0.2], [0.1, 0.2, 0.1], [0.0, 0.1, 0.0], [0.0, 0.0, 0.0], [0.0, 0.0, 0.0], [0.0, 0.0, 0.0], [0.0, 0.0, 0.0], [0.0, 0.0, 0.0], [0.0, 0.0, 0.0], [0.0, 0.0, 0.0], [0.0, 0.0, 0.0], [0.0, 0.0, 0.0], [0.0, 0.0, 0.0], [0.0, 0.0, 0.0], [0.0, 0.0, 0.0], [0.0, 0.0, 0.0], [0.0, 0.0, 0.0], [0.0, 0.0, 0.0], [0.0, 0.0, 0.0], [0.0, 0.0, 0.0], [0.0, 0.0, 0.0], [0.0, 0.0, 0.0], [0.0, 0.0, 0.0], [0.0, 0.0, 0.1]],
  "nbo_charge": [0.411, -0.212, -0.313, 0.309, -0.413, 0.183, 0.329, -0.212, -0.298, -0.317, 0.226, -0.734, 0.289, -0.289, -0.810, 0.006, -0.389, 0.196, -0.078, -0.204, -0.250, 0.275, -0.289, 0.190, -0.102, 0.188, -0.312, -0.294, 0.207, 0.364, 0.259, 0.195, -0.327, 0.211, 0.186, -0.141, -0.317, 0.187, 0.192, 0.200, -0.492, 0.189]
}

***

5.
{
  "formula": "C20H13N4",
  "method": "ωB97M-V/def2-TZVPD",
  "charge": -1,
  "e_lumo_ev": 1.72,
  "e_above_lowest_kj_mol": 0.00,
  "gap_ev": 5.403,
  "homo_energy_ev": -3.7,
  "symbols": ["C", "H", "H", "H", "C", "C", "C", "C", "C", "H", "H", "C", "C", "N", "H", "H", "H", "H", "C", "H", "C", "C", "C", "N", "N", "C", "N", "H", "H", "C", "C", "C", "C", "C", "C", "H", "C"],
  "positions_angstrom": [[-1.980114, -0.803074, -2.121066], [0.673451, -3.131781, 1.981586], [-3.075038, -0.700022, -2.203562], [-1.515124, -0.353372, -2.999498], [1.573092, -1.589486, 3.165233], [-2.053276, -0.713322, 0.336432], [0.614363, -1.857337, -0.500661], [0.002344, -3.078371, -0.712694], [2.263796, 0.412279, 1.991320], [1.495578, -2.168728, 4.085791], [0.943946, -1.305888, -1.390598], [-1.027191, 1.904557, 0.404934], [-1.013200, 1.157677, -0.807756], [-1.416356, -4.351337, 1.047401], [-1.427038, 1.447958, 1.315426], [1.877135, 0.430801, -0.136660], [2.556536, 0.092711, 4.112382], [-1.761805, -1.877535, -2.114874], [0.282249, 5.219629, -0.703102], [2.728723, 1.397632, 1.983003], [-0.005600, 3.096775, -1.910896], [1.081834, -2.124540, 1.978749], [-0.453185, 1.785382, -1.962325], [-2.539233, -1.161921, 1.311948], [0.597039, 6.347270, -0.685283], [1.771380, -0.117214, 0.805398], [0.077267, -4.252786, -3.032706], [-0.389170, 1.228834, -2.903147], [0.430755, 3.560409, -2.798676], [-0.595940, 3.224650, 0.433246], [2.168277, -0.323937, 3.182529], [-0.109541, 3.839327, -0.725965], [-1.528692, -0.176089, -0.851920], [0.031355, -3.719067, -1.990799], [1.132868, -1.382348, 0.773988], [-0.636172, 3.788027, 1.368358], [-0.775311, -3.745765, 0.274467]],
  "forces_ev_per_angstrom": [[-0.4, -0.4, -0.1], [0.0, 0.3, 0.1], [0.2, -0.1, -0.3], [-0.1, -0.2, 0.1], [0.2, 0.2, -0.1], [-1.3, -0.7, 1.7], [0.1, -0.5, -0.4], [0.1, 0.5, -0.1], [0.0, -0.3, 0.2], [0.1, 0.1, -0.3], [0.0, -0.4, 0.4], [0.2, 0.6, 0.0], [-0.1, -0.4, 0.0], [1.3, 1.2, -1.6], [0.2, 0.1, -0.4], [-0.1, -0.1, 0.4], [-0.1, -0.1, -0.2], [-0.1, 0.1, -0.2], [0.5, 1.7, 0.0], [-0.1, -0.2, 0.0], [-0.1, -0.5, -0.2], [-0.1, 0.2, -0.4], [0.0, 0.4, 0.1], [1.0, 0.8, -1.7], [-0.5, -1.9, 0.0], [-0.3, -0.4, -0.2], [0.0, 1.0, 1.9], [0.0, 0.3, 0.4], [-0.2, -0.1, 0.3], [-0.2, -0.7, 0.3], [-0.2, 0.1, -0.4], [0.3, 0.4, -0.1], [0.7, 0.6, 0.3], [-0.1, -0.6, -2.0], [0.2, 0.7, 0.8], [0.0, -0.1, -0.3], [-1.2, -1.7, 1.8]],
  "nbo_charge": [-0.601, 0.223, 0.204, 0.204, -0.236, 0.294, 0.014, -0.402, -0.226, 0.212, 0.232, -0.204, 0.012, -0.328, 0.224, 0.220, 0.208, 0.212, 0.310, 0.215, -0.136, -0.109, -0.283, -0.436, -0.400, -0.152, -0.361, 0.207, 0.211, -0.162, -0.200, -0.293, -0.340, 0.300, -0.136, 0.214, 0.287]
}